Entry from the Open Molecules 2025 dataset: 6 unconnected molecules or ions with the total composition C19H40O22PS5 at a distorted geometry (ωB97M-V/def2-TZVPD).

The geometry in XYZ format:
```
87
Properties=species:S:1:pos:R:3
C 6.422 -2.523 0.030
C 5.499 -1.535 0.401
C 4.810 -0.531 -0.625
O 5.396 -0.345 -1.701
O 3.625 0.094 -0.219
C 2.647 0.167 -1.292
C 1.193 -0.319 -0.867
C 0.347 0.746 -0.038
C -0.596 0.126 1.087
C -1.327 -1.233 0.686
C -2.701 -1.027 -0.130
P -3.127 -2.492 -1.300
H 6.333 -3.160 -0.912
H 7.281 -2.726 0.754
H 5.246 -1.409 1.496
H 2.945 -0.440 -2.219
H 2.600 1.254 -1.660
H 1.322 -1.278 -0.256
H 0.621 -0.516 -1.833
H -0.287 1.331 -0.789
H 0.997 1.543 0.475
H 0.059 -0.088 2.010
H -1.359 0.895 1.443
H -0.652 -1.998 0.174
H -1.641 -1.730 1.674
H -3.553 -0.983 0.643
H -2.749 -0.044 -0.703
H -1.735 -2.886 -1.477
H -3.331 -3.375 -0.163
H -4.557 -2.161 -1.233
H -3.010 -1.618 -2.464
H -3.488 -3.611 -2.184
C -0.929 -7.322 -0.653
C -2.092 -8.204 -1.082
O -3.198 -7.764 -0.298
S -3.045 -6.168 -0.017
O -3.845 -5.471 -0.975
O -3.146 -5.949 1.393
O -1.489 -6.028 -0.452
H -0.505 -7.662 0.297
H -0.142 -7.282 -1.407
H -1.897 -9.263 -0.910
H -2.339 -8.046 -2.135
C 0.988 2.934 5.112
C 0.034 1.753 5.170
O -1.216 2.264 4.705
S -0.938 3.420 3.603
O -1.044 2.836 2.302
O -1.659 4.594 3.989
O 0.635 3.646 3.926
H 0.842 3.602 5.966
H 2.031 2.621 5.072
H -0.067 1.348 6.177
H 0.348 0.957 4.489
C 2.528 0.994 -5.474
C 1.363 0.116 -5.903
O 0.257 0.562 -5.121
S 0.409 2.151 -4.843
O -0.386 2.856 -5.803
O 0.305 2.377 -3.436
O 1.966 2.293 -5.277
H 2.949 0.656 -4.523
H 3.316 1.031 -6.226
H 1.554 -0.943 -5.728
H 1.117 0.272 -6.957
C -6.934 1.379 -3.158
C -6.656 0.340 -2.083
O -6.075 -0.761 -2.774
S -5.219 -0.209 -4.032
O -3.845 -0.126 -3.644
O -5.655 -0.895 -5.212
O -5.827 1.299 -4.054
H -7.843 1.136 -3.717
H -7.020 2.386 -2.748
H -7.560 0.031 -1.559
H -5.924 0.708 -1.357
C 5.769 5.851 4.936
C 4.357 6.310 4.609
O 3.509 5.515 5.439
S 4.281 5.185 6.826
O 3.847 6.123 7.815
O 4.254 3.770 7.031
O 5.770 5.610 6.345
H 6.005 4.911 4.430
H 6.517 6.600 4.677
H 4.107 6.170 3.558
H 4.210 7.359 4.882
```

Values from the calculation:
molar mass	811.816	g/mol
orbital gap	4.012	eV
HOMO level	-2.38	eV
E_tot	-128849.701	eV
relative energy (zero: lowest compared OMol25 entry of this formula, charge and spin)	44.4	kcal/mol
total charge	-1

Löwdin atomic charge list, values in e, 4 entries:
1 C 0.01
2 C -0.06
3 C -0.41
4 O 0.06